Record 1
An isolated ion of composition C5H9N2 and charge +1 at a distorted geometry. Source: the OMol25 dataset; level of theory: wB97M-V/def2-TZVPD.

For the energy above the lowest of the compared OMol25 structures with the same formula, charge and spin, the calculation gives 1.214 eV. Its highest occupied orbital energy is -0.5253 Eh. Its SMILES is CCc1c[nH]c[nH+]1. For the molar mass, the calculation gives 97.1 g/mol. As for the net charge: +1. For the LUMO energy, the calculation gives -3.942 eV. For the gap between HOMO and LUMO, the calculation gives 10.4 eV. The largest force on an atom comes out at 1.5 eV/A. The value obtained for the calculated total energy is -8304.519 eV.

Geometry as XYZ:
```
16
Properties=species:S:1:pos:R:3:lowdin_charge:R:1
C -0.73 1.53 -1.55 -0.072
C 0.54 0.80 -1.10 -0.172
C 0.38 -0.07 0.11 -0.201
C 0.10 0.23 1.41 0.023
N -0.12 -0.96 2.08 0.109
C -0.09 -1.96 1.20 -0.036
N 0.19 -1.43 0.01 0.160
H -1.13 2.24 -0.83 0.082
H -1.51 0.77 -1.71 0.084
H -0.56 2.02 -2.50 0.084
H 0.93 0.17 -1.90 0.121
H 1.28 1.55 -0.81 0.125
H 0.36 1.12 1.95 0.147
H 0.31 -1.02 3.00 0.189
H -0.49 -2.95 1.34 0.166
H 0.55 -2.05 -0.71 0.193
```

---

Record 2
A 2-piece molecular cluster, C4H13NO overall at a distorted geometry. Source: the OMol25 dataset; level of theory: wB97M-V/def2-TZVPD.

For the energy above the lowest of the compared OMol25 structures with the same formula, charge and spin, the calculation gives 0.481 eV. Its highest occupied orbital energy (spin up / spin down) is -0.5100 / -0.5100 Eh. For the molar mass, the calculation gives 91.2 g/mol. As for the net charge: +1. For the LUMO energy (spin up / spin down), the calculation gives -3.145 / -7.681 eV. For the gap between HOMO and LUMO (spin up / spin down), the calculation gives 10.7 / 6.2 eV. The largest force on an atom comes out at 2.2 eV/A. The value obtained for the calculated total energy is -7887.613 eV. Its spin multiplicity is 2.

Geometry as XYZ:
```
19
Properties=species:S:1:pos:R:3:lowdin_charge:R:1
C 0.48 -1.76 0.71 -0.026
C 0.64 -0.58 -0.23 -0.188
N -0.59 0.14 -0.47 0.133
C -1.05 0.28 -1.77 -0.211
C -2.41 0.99 -1.94 -0.028
H -0.58 -2.03 0.60 0.089
H 1.08 -2.61 0.42 0.094
H 0.47 -1.52 1.77 0.089
H 0.89 -0.95 -1.22 0.126
H 1.39 0.16 0.00 0.144
H -0.92 0.74 0.27 0.184
H -1.17 -0.73 -2.21 0.163
H -0.25 0.71 -2.38 0.165
H -2.52 1.38 -2.94 0.094
H -2.50 1.70 -1.12 0.086
H -3.19 0.23 -1.89 0.088
H 2.84 1.60 3.69 0.019
H 4.14 1.03 4.21 0.039
O 3.24 1.23 4.48 -0.059
```

---

Record 3
C3H7O2Sc as an isolated structure at a distorted geometry. Source: the OMol25 dataset; level of theory: wB97M-V/def2-TZVPD.

For the energy above the lowest of the compared OMol25 structures with the same formula, charge and spin, the calculation gives 0.472 eV. Its highest occupied orbital energy (spin up / spin down) is -0.4602 / -0.4703 Eh. For the molar mass, the calculation gives 120.0 g/mol. As for the net charge: +1. For the LUMO energy (spin up / spin down), the calculation gives -5.698 / -6.072 eV. For the gap between HOMO and LUMO (spin up / spin down), the calculation gives 6.8 / 6.7 eV. The largest force on an atom comes out at 4.3 eV/A. The value obtained for the calculated total energy is -28009.422 eV. Its spin multiplicity is 2.

Geometry as XYZ:
```
13
Properties=species:S:1:pos:R:3:lowdin_charge:R:1
O -1.75 1.73 0.71 -0.395
C -0.48 1.23 0.93 -0.284
C 0.04 0.34 -0.19 -0.255
O 0.25 -0.93 0.38 -0.188
C 1.05 -1.79 -0.40 -0.098
Sc -3.15 1.61 -0.63 1.414
H -0.44 0.76 1.93 0.145
H 0.24 2.07 1.03 0.131
H 0.84 0.94 -0.65 0.127
H -0.28 0.06 -1.22 0.109
H 0.69 -1.85 -1.44 0.086
H 2.07 -1.38 -0.46 0.105
H 0.92 -2.79 0.01 0.103
```

---

Record 4
An isolated molecule of C3H2F3NO2S2 at a distorted geometry. Source: the OMol25 dataset; level of theory: wB97M-V/def2-TZVPD.

For the energy above the lowest of the compared OMol25 structures with the same formula, charge and spin, the calculation gives 0.197 eV. Its highest occupied orbital energy is -0.3703 Eh. Its SMILES is O=S(=O)=N[C@]1(F)S[C@H](F)[C@H]1F. For the molar mass, the calculation gives 205.2 g/mol. As for the net charge: 0. For the LUMO energy, the calculation gives -1.268 eV. For the gap between HOMO and LUMO, the calculation gives 8.8 eV. The largest force on an atom comes out at 6.9 eV/A. The value obtained for the calculated total energy is -38547.965 eV.

Geometry as XYZ:
```
13
Properties=species:S:1:pos:R:3:lowdin_charge:R:1
O 3.53 -0.34 1.50 -0.209
S 2.67 -0.09 0.43 0.814
O 3.00 0.46 -0.86 -0.232
N 1.18 -0.23 0.70 -0.099
C 0.33 -0.18 -0.31 -0.786
F 0.65 -1.00 -1.37 -0.002
S -0.37 1.42 -0.98 0.991
C -1.89 0.76 -0.10 -0.485
F -2.09 1.50 1.03 -0.046
C -1.23 -0.58 0.17 -0.229
F -1.77 -1.58 -0.65 0.007
H -2.84 0.82 -0.73 0.151
H -1.16 -0.95 1.14 0.126
```